{
  "formula": "C5H9NO4",
  "method": "wB97M-V/def2-TZVPD",
  "lumo_ev": 0.42,
  "spin_multiplicity": 1,
  "charge": 0,
  "largest_force_ev_per_a": 3.7,
  "gap_ha": 0.3873,
  "symbols": ["H", "H", "H", "N", "H", "O", "O", "H", "C", "C", "H", "C", "H", "H", "C", "O", "C", "O", "H"],
  "positions_angstrom": [[-5.453, -0.559, 0.871], [-2.047, -3.528, 3.241], [-0.555, -1.282, 0.585], [-2.071, -2.876, 0.044], [-2.999, -0.644, 1.435], [-0.052, -1.668, -0.183], [-4.565, -1.594, 2.511], [-1.253, -2.020, 2.646], [-2.787, -2.840, 1.314], [-3.585, -1.569, 1.490], [-1.333, -1.723, -0.508], [-5.009, -1.514, 1.161], [-3.466, -3.703, 1.380], [-5.508, -2.411, 0.783], [-1.678, -2.994, 2.361], [0.103, -4.446, -0.202], [-0.484, -3.603, 0.441], [-0.622, -3.762, 1.771], [-2.547, -3.323, -0.732]],
  "forces_ev_per_a": [[0.0960, -0.2676, 0.0963], [0.3017, 0.1516, -0.1588], [1.8121, 0.1172, -0.2569], [1.5710, 0.1758, -0.3407], [-0.1326, -0.1818, 0.0144], [-3.0330, 0.8768, 0.7274], [-0.0276, 0.0246, 0.1800], [-0.2527, -0.1363, 0.1216], [-0.1282, -0.5221, -0.5166], [0.2593, -0.0075, -0.1098], [2.2731, -1.8263, 0.8320], [-0.1977, 0.0293, -0.2564], [0.0589, 0.2249, 0.1043], [0.1370, 0.2392, 0.0927], [0.3346, 0.2956, -0.0599], [-1.0812, 2.9367, 0.4930], [-1.9329, -2.8020, -1.4671], [-0.1205, 1.1136, 0.2225], [0.0626, -0.4414, 0.2818]]
}

***

{
  "formula": "C4H9N2O2",
  "method": "wB97M-V/def2-TZVPD",
  "lumo_ev": -4.34,
  "spin_multiplicity": 1,
  "charge": 1,
  "largest_force_ev_per_a": 3.7,
  "gap_ha": 0.3908,
  "symbols": ["H", "N", "N", "C", "H", "H", "C", "C", "H", "C", "H", "O", "O", "H", "H", "H", "H"],
  "positions_angstrom": [[0.207, 0.421, -2.201], [0.041, -0.439, -0.275], [-2.958, 2.509, 2.068], [-0.682, -1.165, 0.481], [-1.328, -0.434, -1.826], [1.634, 0.145, 1.862], [-0.479, 0.128, -1.492], [1.563, -0.472, 0.049], [-0.178, -1.531, 1.449], [-2.209, 1.695, 1.675], [2.064, -1.284, -0.561], [-1.298, 1.011, 1.486], [1.897, -0.676, 1.317], [-3.925, 2.562, 2.186], [-1.725, -1.370, 0.195], [1.954, 0.433, -0.407], [-0.925, 0.992, -1.221]],
  "forces_ev_per_a": [[1.8283, -0.2061, -1.6101], [1.2852, -2.6598, 0.7928], [-0.3550, 1.0963, -0.0300], [0.6249, -0.1306, 1.1029], [0.0634, -0.8264, -0.6831], [0.8009, -1.7507, -0.9376], [-0.7958, -1.4816, 0.8952], [0.8759, 0.1033, -3.2875], [-1.1003, 0.3088, -1.6797], [-0.0459, 0.4824, 1.1992], [-1.1513, 0.5185, 0.5342], [1.4779, -1.3110, -0.8907], [-1.1913, 1.7645, 2.6987], [-1.4005, 0.2186, 0.1131], [0.5362, 0.1056, 0.4337], [-0.1170, 0.5459, 0.2387], [-1.3357, 3.2225, 1.1104]]
}

***

{
  "formula": "C11H17NO8",
  "method": "wB97M-V/def2-TZVPD",
  "lumo_ev": 0.24,
  "smiles": "O=C[C@H](O)[C@@H](O)[C@H](O)[C@H](O)COC(=O)[C@@H]1CCC(=O)N1",
  "spin_multiplicity": 1,
  "charge": 0,
  "largest_force_ev_per_a": 4.0,
  "gap_ha": 0.3635,
  "symbols": ["O", "H", "H", "H", "O", "C", "H", "C", "C", "H", "O", "C", "C", "N", "H", "C", "O", "C", "H", "H", "O", "O", "H", "C", "H", "H", "H", "H", "O", "H", "H", "O", "C", "C", "C", "H", "H"],
  "positions_angstrom": [[1.224, -1.363, -3.100], [0.144, 2.181, 3.155], [2.900, 2.001, 3.551], [1.771, -0.086, 1.781], [0.368, -0.492, -1.178], [0.772, 1.225, 3.331], [-0.615, -0.245, 2.309], [-1.584, -2.402, -3.221], [1.528, 1.847, 0.847], [1.258, 2.764, -1.184], [1.286, 3.232, 1.292], [0.909, 1.896, -0.568], [-0.492, -2.583, -2.090], [-1.405, -2.649, -0.917], [-3.703, -1.862, -3.149], [1.164, 0.653, -1.404], [-3.502, -1.985, -0.332], [0.516, -1.401, -2.147], [0.143, -3.459, -2.098], [0.340, 3.467, 0.895], [-0.493, 2.046, -0.356], [2.031, 1.712, 5.373], [-1.148, -1.851, -4.012], [2.018, 1.780, 4.138], [-1.928, -3.459, -3.559], [-1.110, -2.683, 0.056], [2.285, 0.345, -1.256], [-0.811, 1.184, -0.111], [-0.361, 0.321, 1.538], [-2.571, -0.550, -2.875], [0.975, 1.049, -2.418], [-0.112, 0.268, 4.018], [-2.767, -1.596, -2.670], [0.963, 0.701, 1.860], [-2.634, -2.050, -1.213], [2.615, 1.563, 0.726], [0.026, 0.481, 4.989]],
  "forces_ev_per_a": [[1.2696, 0.7329, -0.4086], [0.8748, -1.2369, 0.3073], [0.3536, 0.7734, -0.2235], [-1.2290, 0.0812, 0.1768], [0.0013, 0.2602, 0.1822], [-0.7241, 2.0295, -0.3650], [-0.2429, 0.5361, -0.8961], [0.3287, -2.2436, -0.6088], [-0.3019, 0.7958, 0.1882], [0.0166, -0.6610, 0.9538], [-1.7093, -0.8469, -0.7228], [-1.0667, -1.8408, 1.0645], [-1.3717, 1.0419, 1.6190], [0.0108, 0.9748, -1.8220], [-0.1507, -0.1199, 0.3407], [2.7906, 0.8511, -0.9420], [1.1273, 0.2311, -1.6277], [-2.2968, -1.4671, 0.0193], [-0.2156, -0.3972, -0.6135], [2.7046, -0.9022, 1.2585], [0.3116, 1.4384, -1.2642], [-0.0878, 0.5482, -2.7449], [0.5325, -0.0392, -1.1804], [-1.6920, -2.9357, 2.1767], [0.6887, 1.8673, 0.4482], [-0.1674, 0.0491, -0.4774], [-1.8878, 0.6297, -0.6730], [-0.4622, -0.5892, 0.5440], [0.5736, -1.4494, 0.3718], [-0.1104, 0.3511, 0.6419], [0.3993, -0.8915, 0.0894], [2.1693, 1.5752, 1.3713], [1.6579, -1.4662, 0.6681], [0.7737, 1.5378, 0.0273], [-1.8172, 0.1198, 3.0904], [-0.7880, 1.1838, 0.4685], [-0.2630, -0.5217, -1.4384]]
}